# 1
The following is a DFT calculation (ωB97M-V/def2-TZVPD) of a molecular structure, C15H32As2N2O5Pt.

Geometry as XYZ:
```
57
Properties=species:S:1:pos:R:3:nbo_charge:R:1
O 2.75287 -3.08154 -1.68127 -0.993
H 3.08847 -3.92743 -2.00908 0.471
Pt 1.19869 -0.05553 -0.13963 0.706
N 2.37152 0.18247 1.50557 -0.053
N 1.32889 1.96024 0.04295 -0.218
O 2.68472 -0.79049 2.27943 -0.567
O 0.71263 2.94773 -0.72010 -0.572
C 2.77389 1.45095 1.76350 0.030
C 2.11663 2.43380 0.98952 0.208
C 3.69873 1.68378 2.89569 -0.656
C 2.20044 3.90709 1.10581 -0.669
H 4.21018 0.75300 3.14895 0.252
H 3.14895 2.03621 3.77515 0.215
H 4.43868 2.45222 2.65909 0.216
H 1.28305 4.39421 0.76336 0.253
H 3.02803 4.28803 0.49246 0.237
H 2.39046 4.18551 2.14688 0.221
H 3.50795 -1.85766 1.31350 0.512
H 0.11894 2.47538 -1.35309 0.498
O -0.96624 1.26348 2.40364 -0.951
H -1.00203 0.33116 2.70940 0.485
H -0.71710 1.78828 3.18500 0.475
C 2.68309 -0.05081 -1.60858 -0.866
H 2.94973 -1.06249 -1.93467 0.232
H 3.52549 0.47265 -1.14467 0.188
H 2.25902 0.54017 -2.42970 0.186
O 3.91248 -2.46771 0.62631 -1.002
H 3.24681 -2.87227 -0.83448 0.519
H 4.87079 -2.49580 0.78330 0.477
C -3.38258 1.25547 -2.74454 -0.949
As -2.11648 1.21901 -1.25192 0.836
C -2.76913 2.58812 -0.02030 -0.959
C -2.94299 -0.30625 -0.28094 -0.205
C -4.25594 -0.24427 0.18754 -0.244
C -4.80019 -1.34503 0.86377 -0.211
C -4.02710 -2.48075 1.08480 -0.209
C -2.70484 -2.54041 0.62642 -0.220
C -2.17009 -1.46075 -0.07318 -0.380
As -0.32261 -1.55552 -0.79612 0.945
C 0.20590 -3.37731 -0.43640 -0.990
C -0.67715 -1.60611 -2.73394 -0.948
H -3.08328 2.09560 -3.38119 0.226
H -4.40152 1.38109 -2.37271 0.217
H -3.27634 0.31535 -3.29636 0.234
H -3.85108 2.70195 -0.14069 0.210
H -2.49588 2.28738 1.00059 0.270
H -2.24202 3.51241 -0.28756 0.228
H -4.85209 0.65367 0.03180 0.209
H -5.83196 -1.30379 1.21394 0.216
H -4.44786 -3.33512 1.61321 0.216
H -2.09198 -3.42194 0.80150 0.220
H -0.53077 -4.05074 -0.89242 0.212
H 1.21104 -3.49776 -0.89345 0.303
H 0.22490 -3.48660 0.65534 0.233
H 0.04001 -2.33188 -3.14037 0.245
H -0.51298 -0.61271 -3.16642 0.237
H -1.71071 -1.93770 -2.90467 0.224
```

Values from the calculation:
Lowest unoccupied orbital energy (alpha / beta) = 0.46 / -0.32 eV
Gap between HOMO and LUMO (alpha / beta) = 6.5 / 7.2 eV
Energy above the lowest of the compared OMol25 structures with the same formula, charge and spin = 0.0 kJ/mol
Multiplicity = 3
HOMO level (alpha / beta) = -0.22220 / -0.27525 Eh

# 2
The following is a DFT calculation (ωB97M-V/def2-TZVPD) of a molecular structure, C15H32Br2F3LiN3Na2O4P2.

Geometry as XYZ:
```
64
Properties=species:S:1:pos:R:3:nbo_charge:R:1
C 4.55520 -2.59008 2.61977 -0.614
C 3.97790 -1.56937 1.60721 -0.416
C 2.55473 -1.13684 2.00018 -0.425
C 1.94102 -0.18053 0.96915 -0.401
C 0.48655 -0.48098 0.55628 -0.060
C -0.43541 0.24132 1.53022 -0.239
N -1.90966 -0.04342 1.37488 -0.676
P -2.65910 1.55618 0.89480 1.451
N -2.59630 2.64213 1.98243 -1.261
C -2.28683 -1.09640 0.34507 -0.042
C -3.56874 -1.78858 0.78256 -0.469
C -3.28474 -2.47465 2.13218 0.007
C -4.06035 -1.83220 3.23026 -0.205
O -4.34788 -3.20478 2.60744 -0.516
C -1.15252 -2.00311 -0.16770 -0.398
P -1.52294 -3.79452 -0.36228 1.519
O -2.26193 -4.07353 -1.61524 -1.103
N 0.11834 -1.89178 0.60009 -0.666
H 3.86503 -2.72540 3.45496 0.204
H 5.50132 -2.22173 3.01261 0.209
H 4.66551 -3.55784 2.13334 0.217
H 3.92582 -2.09630 0.63409 0.240
H 4.64251 -0.70650 1.47663 0.164
H 2.65476 -0.64292 2.97209 0.200
H 1.98363 -2.04958 2.16626 0.234
H 2.54679 -0.11790 0.05974 0.216
H 1.94570 0.82065 1.42318 0.188
H 0.33989 -0.02468 -0.43619 0.185
H -0.25850 1.31662 1.54574 0.235
H -0.16052 -0.09655 2.53315 0.230
H -2.30003 -0.20880 2.31712 0.495
H -1.98996 1.90935 -0.29777 -0.062
H -4.01658 1.24136 0.66118 0.010
H -2.18100 2.34218 2.85503 0.398
H -2.59290 -0.51879 -0.53764 0.217
H -3.93302 -2.54660 0.09066 0.261
H -4.29696 -1.00870 1.01245 0.257
H -2.26672 -2.80088 2.36003 0.175
H -4.80624 -1.07359 2.90710 0.253
H -4.03913 -2.25214 4.22757 0.228
H -0.89330 -1.67634 -1.18463 0.223
H -2.11788 -4.36545 0.77585 -0.052
H -0.23998 -4.37973 -0.47753 -0.070
H 0.78440 -2.36697 -0.01334 0.419
Br 2.81500 -3.24522 -0.91300 -0.901
C 0.13895 4.24496 -4.55878 -0.569
C 1.63505 3.91947 -4.53138 -0.076
O 2.21481 4.07182 -3.27172 -0.557
C 2.05212 2.98345 -2.31140 0.350
O 2.39100 1.83783 -2.79609 -0.845
C 0.65382 2.99139 -1.63867 0.908
F 0.20358 4.24365 -1.41232 -0.331
F 0.73957 2.40411 -0.42212 -0.353
F -0.30456 2.35581 -2.32272 -0.326
H -0.09009 5.11570 -3.94434 0.245
H -0.18289 4.44577 -5.59480 -0.004
H -0.46659 3.41558 -4.20609 0.253
H 2.14660 4.65072 -5.16579 0.170
H 1.84272 2.93814 -4.96743 0.205
H 2.69020 3.37279 -1.48413 -0.041
Na 3.12603 -4.85430 -3.14877 0.966
Li -0.70157 5.13078 -6.99794 0.990
Br -5.02709 0.88948 3.32565 -0.828
Na 3.80468 2.61977 -0.45963 0.983
```

Values from the calculation:
Lowest unoccupied orbital energy = -4.98 eV
Gap between HOMO and LUMO = 3.2 eV
Multiplicity = 1
HOMO level = -0.30054 Eh
Net charge = +1

# 3
The following is a DFT calculation (ωB97M-V/def2-TZVPD) of 5 unconnected molecules or ions with the total composition C15H32Cl8N2O4P.

Geometry as XYZ:
```
62
Properties=species:S:1:pos:R:3:nbo_charge:R:1
N 4.52006 2.55412 -1.50661 -1.210
P 3.05649 3.07506 -1.96872 2.054
O 2.35000 4.23375 -0.82220 -0.930
O 3.17854 3.92725 -3.51950 -0.932
C 1.74603 1.70683 -2.20224 -0.417
C 2.19474 0.17836 -2.58589 -0.447
C 0.65769 -0.45195 -2.78115 -0.421
C -0.00773 0.26644 -1.43286 -0.115
C -1.64026 0.36150 -1.31263 -0.419
C -2.30214 1.73848 -1.91024 -0.558
C -1.65253 2.26810 -3.31896 0.765
O -1.63429 1.61752 -4.48583 -0.562
O -1.06730 3.64307 -3.30107 -0.733
N 0.84804 1.45221 -0.99196 -0.589
H 4.41922 1.52034 -1.40593 0.371
H 1.92147 3.71791 -0.05132 0.491
H 3.22780 3.22948 -4.25254 0.509
H 1.14405 2.03993 -3.14878 0.265
H 2.70246 -0.44927 -1.70956 0.235
H 2.85843 -0.03130 -3.52632 0.277
H 0.32529 0.03334 -3.80669 0.251
H 0.79998 -1.61618 -2.77354 0.274
H 0.28404 -0.54318 -0.60630 0.269
H -1.92273 0.33792 -0.15274 0.241
H -2.13879 -0.58681 -1.78420 0.273
H -2.21500 2.58339 -1.09191 0.260
H -3.44194 1.49344 -2.13173 0.290
H -0.18168 3.65844 -3.76966 0.500
H 0.19824 2.21836 -0.70507 0.461
H 1.38875 1.06612 -0.16473 0.465
Cl 1.06754 -4.11123 1.00694 -0.046
C 1.89887 -3.11557 2.22778 -0.403
C 1.10069 -1.87628 2.59906 -0.377
Cl 1.01667 -0.70324 1.26080 -0.111
H 2.88780 -2.85579 1.83739 0.226
H 2.03689 -3.74690 3.11030 0.241
H 1.57872 -1.36378 3.43914 0.257
H 0.07725 -2.12923 2.89292 0.241
Cl -0.13246 -9.92175 -1.23516 -0.048
C 0.69887 -8.92609 -0.01432 -0.394
C -0.09931 -7.68681 0.35696 -0.387
Cl -0.18333 -6.51377 -0.98130 -0.066
H 1.68780 -8.66632 -0.40471 0.224
H 0.83689 -9.55743 0.86820 0.227
H 0.37872 -7.17430 1.19704 0.222
H -1.12275 -7.93975 0.65081 0.228
Cl -6.05042 3.72777 -0.29438 -0.057
C -5.49731 5.35978 -0.74550 -0.393
C -4.26808 5.32340 -1.63906 -0.380
Cl -2.82270 4.74468 -0.77305 -0.070
H -5.30954 5.92086 0.17526 0.230
H -6.32628 5.84017 -1.27324 0.235
H -4.03916 6.33119 -1.99803 0.237
H -4.42206 4.67898 -2.51013 0.225
Cl -0.99952 0.03603 5.40638 -0.067
C -0.03100 -0.37672 6.84321 -0.390
C 1.37723 0.19090 6.76944 -0.384
Cl 2.35703 -0.59988 5.50900 -0.071
H -0.02131 -1.46649 6.94412 0.228
H -0.55484 0.04010 7.70828 0.236
H 1.89405 0.02848 7.71993 0.236
H 1.36810 1.26635 6.56680 0.231
```

Values from the calculation:
Lowest unoccupied orbital energy = -3.12 eV
Gap between HOMO and LUMO = 9.2 eV
Multiplicity = 1
HOMO level = -0.45148 Eh
Net charge = +1

# 4
The following is a DFT calculation (ωB97M-V/def2-TZVPD) of a molecular structure, C15H32N3O7P2SiV.

Geometry as XYZ:
```
61
Properties=species:S:1:pos:R:3:nbo_charge:R:1
V 0.70173 -0.37001 -0.00950 1.451
C 3.11848 -2.87976 0.35871 -0.945
P 2.92643 -1.28368 -0.46078 1.111
C 3.16793 -1.52973 -2.23170 -0.949
C 4.26815 -0.22793 0.11240 -0.951
H 4.11156 -3.27799 0.14247 0.282
H 2.37133 -3.58681 -0.00016 0.247
H 3.00441 -2.76216 1.43600 0.280
H 4.16459 -1.94178 -2.39991 0.283
H 3.08810 -0.57961 -2.75997 0.271
H 2.42518 -2.22161 -2.62463 0.255
H 5.21779 -0.71185 -0.12507 0.283
H 4.20986 -0.07909 1.19020 0.274
H 4.22677 0.73635 -0.39240 0.266
O -0.46844 -1.88194 3.47420 -0.439
C -0.49982 -1.02685 2.66278 0.796
O 0.34302 -1.12464 1.52813 -0.713
C -1.36983 0.17789 2.63487 -0.190
C -1.83797 0.74633 3.82003 -0.090
C -2.68711 1.84402 3.77322 -0.179
C -3.11395 2.36381 2.55573 -0.142
C -2.65042 1.76124 1.39968 0.072
C -1.78569 0.68935 1.42218 -0.193
N -3.10184 2.22144 0.08257 0.541
O -3.88073 3.11845 0.00699 -0.236
O -2.65186 1.60536 -0.90505 -0.526
H -1.53187 0.32906 4.77115 0.265
H -3.03468 2.29234 4.69388 0.265
H -3.79293 3.20433 2.50673 0.276
H -1.54799 0.23704 0.46944 0.192
N -3.61603 -0.32535 -2.60014 -0.687
C -2.36395 -1.04139 -3.02359 -0.608
P -1.64219 -1.92454 -1.56829 2.137
O -0.20036 -1.41041 -1.40686 -1.085
O -2.60256 -1.83210 -0.43842 -1.113
C -1.56280 -3.73420 -1.96355 -0.603
N -2.01948 -4.47212 -0.72823 -0.676
H -3.39832 0.53029 -2.03728 0.480
H -4.18511 -0.91794 -1.98747 0.455
H -4.17764 -0.04710 -3.40898 0.458
H -1.65864 -0.30598 -3.40529 0.280
H -2.61605 -1.72154 -3.83650 0.268
H -0.58089 -4.09298 -2.26131 0.273
H -2.26995 -3.96870 -2.75832 0.267
H -2.70526 -3.87853 -0.23078 0.480
H -1.25392 -4.65190 -0.07381 0.452
H -2.44307 -5.37650 -0.95550 0.464
C 0.23852 3.85092 0.41699 -1.155
Si 1.75985 2.81343 0.29372 1.842
C 2.91905 3.31932 -1.05444 -1.160
C 2.52996 2.42200 1.93890 -1.159
O 1.09800 1.22924 -0.27867 -0.848
H 0.53895 4.86527 0.69977 0.285
H -0.43792 3.49080 1.19435 0.240
H -0.29695 3.92614 -0.53164 0.261
H 2.90718 4.40914 -1.14373 0.288
H 2.62042 2.92173 -2.02638 0.260
H 3.95203 3.02823 -0.85786 0.258
H 3.58951 2.68443 1.95352 0.277
H 2.44577 1.36969 2.22056 0.234
H 2.04169 2.99910 2.72707 0.278
```

Values from the calculation:
Lowest unoccupied orbital energy (alpha / beta) = -9.76 / -9.16 eV
Gap between HOMO and LUMO (alpha / beta) = 8.2 / 8.8 eV
Energy above the lowest of the compared OMol25 structures with the same formula, charge and spin = 65.8 kJ/mol
Multiplicity = 2
HOMO level (alpha / beta) = -0.66167 / -0.66168 Eh
Net charge = +3

E_tot list, top to bottom, in eV: -154209.839; -204576.615; -136702.647; -86998.324
Max |F| list, top to bottom, in eV Å⁻¹: 3.13; 3.23; 8.46; 0.43